A 2-piece molecular cluster, C3H6N2 overall in a non-equilibrium geometry, computed with ωB97M-V/def2-TZVPD.

Output
orbital gap: 10.03 eV
maximum force: 7.21 eV/Å
energy relative to the best compared isomer or geometry (same formula, charge and spin): 5.086 eV
LUMO energy: 0.4531 eV

Structure (ORCA input):
```
! RIJCOSX wB97M-V def2-TZVPD def2/J DEFGRID3
* xyz 0 1
C -2.42 -0.12 -0.19
C -1.24 0.32 -0.07
C 1.32 0.32 0.14
H -3.03 0.75 -0.16
H -2.96 -1.16 0.10
H -1.37 1.37 0.07
H 0.11 -1.38 -0.63
H 0.95 1.44 0.24
H 2.53 -0.95 -0.10
N 0.06 -0.46 0.44
N 2.48 0.01 -0.26
*
```

Here are the Löwdin charges for atoms 1 to 8, given in e:
1. C -0.067
2. C -0.270
3. C -0.350
4. H 0.046
5. H 0.124
6. H 0.081
7. H 0.255
8. H 0.123

***

An isolated molecule of C5H11NO, computed with ωB97M-V/def2-TZVPD.

Output
SMILES string: CCN(C)C(C)=O
orbital gap: 10.03 eV
maximum force: 0.59 eV/Å
energy relative to the best compared isomer or geometry (same formula, charge and spin): 0.518 eV
LUMO energy: 0.9224 eV

Structure (ORCA input):
```
! RIJCOSX wB97M-V def2-TZVPD def2/J DEFGRID3
* xyz 0 1
C -1.80 0.58 -0.83
C -1.46 -0.51 0.21
N -0.03 -0.47 0.47
C 0.41 0.31 1.61
C 0.77 -0.77 -0.61
C 2.13 -0.10 -0.67
O 0.40 -1.49 -1.52
H -2.86 0.54 -1.09
H -1.25 0.44 -1.76
H -1.58 1.57 -0.43
H -1.74 -1.48 -0.18
H -1.99 -0.35 1.16
H -0.07 -0.06 2.52
H 1.49 0.20 1.74
H 0.17 1.38 1.50
H 2.48 -0.22 -1.69
H 2.88 -0.52 0.00
H 2.05 0.96 -0.44
*
```

Here are the Löwdin charges for atoms 1 to 8, given in e:
1. C -0.073
2. C -0.209
3. N -0.137
4. C -0.064
5. C -0.511
6. C -0.007
7. O 0.049
8. H 0.070

***

C25H29InN3O4S5Sb as an isolated structure in a non-equilibrium geometry, computed with ωB97M-V/def2-TZVPD.

Output
orbital gap (alpha / beta): 4.86 / 6.14 eV
maximum force: 8.03 eV/Å
energy relative to the best compared isomer or geometry (same formula, charge and spin): 0.000 eV
LUMO energy (alpha / beta): 2.3098 / 2.2712 eV

Structure (ORCA input):
```
! RIJCOSX wB97M-V def2-TZVPD def2/J DEFGRID3
* xyz -1 2
In 0.00 0.00 0.00
N 2.70 1.24 2.88
C 2.63 0.61 4.13
C 3.51 1.01 5.16
C 3.43 0.43 6.43
C 2.48 -0.54 6.69
C 1.59 -0.93 5.68
C 1.66 -0.35 4.41
S 0.51 -0.87 3.16
N 0.90 0.05 1.84
C 1.86 0.94 1.81
C 2.09 1.74 0.48
C 3.07 2.73 0.40
C 3.26 3.40 -0.81
C 2.46 3.09 -1.91
C 1.51 2.11 -1.75
N 1.30 1.44 -0.60
H 3.53 1.78 2.74
H 4.25 1.78 4.98
H 4.12 0.74 7.21
H 2.41 -1.00 7.67
H 0.84 -1.69 5.90
H 3.69 3.01 1.23
H 4.02 4.18 -0.89
H 2.59 3.60 -2.86
H 0.85 1.82 -2.57
S -4.11 -0.03 -0.24
Sb -3.11 -0.01 1.53
S -1.55 -1.72 0.76
S -1.57 1.71 0.72
C -1.18 2.65 -5.42
C -1.12 1.31 -4.69
C -1.28 1.50 -3.19
S -1.06 -0.03 -2.23
O 0.18 -0.72 -2.73
C -2.52 -0.94 -2.81
C -2.18 -2.04 -3.81
C -3.44 -2.75 -4.29
H -1.07 2.50 -6.50
H -0.39 3.32 -5.08
H -2.14 3.14 -5.25
H -0.16 0.83 -4.91
H -1.90 0.66 -5.09
H -2.27 1.91 -2.94
H -0.53 2.20 -2.81
H -3.26 -0.23 -3.22
H -2.97 -1.38 -1.92
H -1.51 -2.77 -3.34
H -1.65 -1.63 -4.67
H -3.98 -3.21 -3.46
H -3.17 -3.54 -5.00
H -4.11 -2.05 -4.80
O 2.03 -3.16 -2.58
C 3.04 -3.52 -1.73
C 3.93 -4.52 -2.17
C 4.98 -4.93 -1.36
C 5.15 -4.36 -0.10
C 4.26 -3.37 0.33
C 3.18 -2.93 -0.47
C 2.27 -1.84 0.10
O 2.56 -1.42 1.27
O 1.29 -1.41 -0.59
H 2.08 -3.67 -3.39
H 3.81 -4.97 -3.14
H 5.67 -5.70 -1.70
H 5.96 -4.67 0.55
H 4.40 -2.93 1.32
H 0.46 -1.46 0.96
*
```

Here are the Löwdin charges for atoms 1 to 8, given in e:
1. In -0.214
2. N 0.121
3. C -0.233
4. C -0.034
5. C -0.114
6. C -0.118
7. C -0.105
8. C -0.408